1.
31
Properties=species:S:1:pos:R:3 method="wB97M-V/def2-TZVPD" e_homo_ev=-3.93 homo_lumo_gap_ev=6.83 total_charge=-1 multiplicity=1 e_tot_ev=-26892.1748 lumo_energy_ev=2.895
H -0.849 0.913 -0.269
O 0.673 2.571 0.336
H 2.124 -2.265 0.947
H 0.067 2.512 1.078
H 0.218 1.471 -1.311
H -3.644 1.905 -0.679
H 2.882 1.469 -0.021
C 0.185 -1.546 1.176
H 3.386 -0.164 -1.768
H -0.770 -1.890 1.574
C 0.811 1.285 -0.416
O -2.395 -0.347 0.342
H -1.846 0.967 -2.803
C 1.242 -2.599 1.494
H -3.136 0.137 -2.039
O 0.548 -0.381 1.979
H 1.838 -2.533 2.405
C -2.372 0.892 -1.852
O -3.156 2.109 -1.480
I -1.024 1.473 2.000
H -1.794 -0.331 1.090
H -0.048 -1.199 0.169
H -0.157 0.264 2.072
H 2.330 1.822 -1.782
H -0.781 -0.390 -1.107
O 2.531 -0.124 -1.332
C 2.285 1.197 -0.890
C -1.579 0.211 -0.672
H 0.876 -4.004 0.282
O 0.954 -3.869 1.229
H 0.604 0.446 0.248

***

2.
31
Properties=species:S:1:pos:R:3 method="wB97M-V/def2-TZVPD" e_homo_ev=-13.32 homo_lumo_gap_ev=9.96 total_charge=+1 multiplicity=1 e_tot_ev=-35117.8107 lumo_energy_ev=-3.359
H 4.522 15.770 -25.345
H 2.224 19.029 -19.325
O 2.483 19.899 -21.153
H 4.883 13.058 -24.688
O 2.645 13.653 -26.194
H 4.359 18.151 -20.401
C 6.885 13.165 -19.336
H 2.464 12.931 -25.586
H 4.171 14.393 -27.327
O 6.105 13.972 -20.224
H 4.789 12.383 -17.056
H 0.908 18.775 -20.479
C 6.008 12.193 -18.581
C 4.965 13.842 -25.438
H 2.682 17.495 -21.841
C 3.997 13.619 -26.575
H 7.640 12.595 -19.872
K 5.340 15.909 -22.118
H 7.377 13.816 -18.609
C 1.989 18.811 -20.372
O 4.631 15.061 -24.705
H 4.229 12.671 -27.078
C 2.600 17.487 -20.742
H 3.275 19.693 -21.658
H 5.288 14.172 -19.750
H 5.979 13.954 -25.815
O 3.926 17.312 -20.201
O 5.171 12.953 -17.729
H 5.467 11.572 -19.309
H 6.634 11.501 -18.008
H 1.949 16.667 -20.454

***

We obtain energy above the lowest of the compared OMol25 structures with the same formula, charge and spin values of 932.8, 86.9 kJ/mol for the records listed above, in that order.